A single C4H5N molecule at a distorted geometry, computed with ωB97M-V with the def2-TZVPD basis set.

Computed properties:
- DFT total energy (eV) = -5715.078
- energy above the lowest of the compared OMol25 structures with the same formula, charge and spin (eV) = 3.769
- SMILES string = C#C[C@H]1CN1
- total charge = 0

Positions of all 10 atoms, in Å:
H1 -0.55887 1.64167 -0.29255
H2 -2.18474 0.74692 0.12710
C1 -0.35635 -0.39721 0.47876
N1 -1.17042 -0.47114 -0.72321
H3 3.33929 -0.31895 0.04606
H4 -0.61866 -0.30226 -1.55272
C2 1.08234 -0.35519 0.30908
H5 -0.71363 -1.02125 1.28602
C3 2.27787 -0.33809 0.16540
C4 -1.09683 0.81549 0.15604

Cartesian forces, eV/Å:
H -0.175 0.049 0.197
H 0.156 1.561 1.976
C 0.159 -0.677 0.219
N 1.011 0.158 -0.430
H -0.207 -0.009 0.005
H 0.478 -0.329 -0.065
C 0.647 0.000 0.152
H 0.119 -0.123 0.079
C -0.467 0.013 0.051
C -1.721 -0.643 -2.183